A cluster of 15 separate species, C30H90O15 in total, computed with wB97M-V/def2-TZVPD.

Geometry (Å):
C1 -0.26 -0.07 -0.11
C2 1.00 -0.92 -0.07
O1 1.63 -0.73 1.19
H1 -0.88 -0.33 0.75
H2 -0.81 -0.13 -1.04
H3 -0.02 0.98 0.06
H4 1.67 -0.64 -0.88
H5 0.77 -1.97 -0.23
H6 2.53 -1.05 1.09
C3 3.40 -0.96 4.51
C4 4.90 -0.62 4.64
O2 5.40 -1.20 5.85
H7 3.21 -2.04 4.52
H8 3.13 -0.53 3.55
H9 2.72 -0.49 5.22
H10 5.17 0.43 4.64
H11 5.50 -0.98 3.81
H12 6.28 -0.85 5.98
C5 3.90 1.17 -2.56
C6 4.52 -0.11 -3.08
O3 4.22 -0.16 -4.45
H13 2.82 1.09 -2.62
H14 4.16 2.02 -3.19
H15 4.20 1.41 -1.54
H16 4.24 -1.02 -2.54
H17 5.60 -0.12 -2.88
H18 4.31 -1.07 -4.74
C7 1.11 3.07 -0.97
C8 1.78 4.44 -0.93
O4 0.82 5.47 -1.09
H19 0.71 2.90 -1.97
H20 0.23 3.09 -0.33
H21 1.74 2.22 -0.72
H22 2.53 4.55 -1.71
H23 2.27 4.57 0.04
H24 1.19 6.20 -0.58
C9 3.08 2.43 2.66
C10 3.00 2.64 4.16
O5 4.32 2.90 4.64
H25 3.75 3.09 2.10
H26 2.10 2.52 2.19
H27 3.36 1.41 2.39
H28 2.54 1.76 4.60
H29 2.34 3.48 4.36
H30 4.29 3.05 5.59
C11 -0.52 4.67 2.86
C12 -0.88 3.20 2.86
O6 -0.35 2.52 3.99
H31 -0.97 5.28 2.07
H32 0.55 4.80 2.72
H33 -0.81 5.15 3.79
H34 -0.37 2.76 2.00
H35 -1.96 3.02 2.83
H36 -0.22 1.62 3.69
C13 -2.56 -3.57 1.21
C14 -1.60 -4.68 0.82
O7 -1.69 -4.76 -0.56
H37 -2.50 -3.45 2.29
H38 -3.61 -3.81 1.02
H39 -2.30 -2.56 0.89
H40 -1.95 -5.63 1.23
H41 -0.60 -4.50 1.19
H42 -2.57 -4.96 -0.90
C15 -4.08 0.63 1.86
C16 -4.67 -0.50 2.58
O8 -6.07 -0.56 2.29
H43 -4.68 1.53 2.02
H44 -4.05 0.39 0.80
H45 -3.06 0.67 2.24
H46 -4.53 -0.47 3.66
H47 -4.21 -1.38 2.12
H48 -6.44 0.33 2.33
C17 -2.97 3.02 -0.53
C18 -2.63 4.20 -1.43
O9 -1.93 5.12 -0.61
H49 -2.23 2.67 0.19
H50 -3.17 2.09 -1.08
H51 -3.86 3.32 0.03
H52 -3.54 4.64 -1.83
H53 -1.97 3.90 -2.25
H54 -1.03 5.07 -0.95
C19 -5.33 -1.94 -1.13
C20 -4.51 -1.14 -2.08
O10 -5.07 0.22 -2.07
H55 -6.38 -2.09 -1.39
H56 -5.32 -1.36 -0.21
H57 -4.97 -2.93 -0.84
H58 -4.38 -1.60 -3.06
H59 -3.51 -1.02 -1.67
H60 -4.47 0.76 -2.59
C21 0.59 -5.61 -3.28
C22 0.89 -4.20 -2.78
O11 -0.35 -3.60 -2.49
H61 -0.03 -5.51 -4.18
H62 -0.08 -6.16 -2.62
H63 1.48 -6.20 -3.47
H64 1.53 -3.67 -3.49
H65 1.46 -4.28 -1.85
H66 -0.73 -4.04 -1.72
C23 0.85 -0.36 -4.03
C24 -0.28 -1.04 -4.79
O12 -1.36 -1.36 -3.97
H67 0.48 0.50 -3.46
H68 1.65 -0.09 -4.71
H69 1.25 -1.08 -3.32
H70 0.01 -2.01 -5.18
H71 -0.63 -0.35 -5.57
H72 -1.14 -2.20 -3.57
C25 -1.68 -0.48 4.70
C26 -0.88 -0.99 3.51
O13 -0.05 0.07 3.07
H73 -2.17 0.46 4.47
H74 -0.99 -0.33 5.53
H75 -2.39 -1.27 4.94
H76 -1.60 -1.22 2.72
H77 -0.33 -1.90 3.75
H78 0.47 -0.20 2.31
C27 -3.54 1.18 -5.30
C28 -2.52 1.88 -4.49
O14 -2.50 1.13 -3.28
H79 -4.57 1.29 -4.95
H80 -3.45 0.09 -5.33
H81 -3.54 1.54 -6.33
H82 -2.80 2.90 -4.22
H83 -1.59 1.87 -5.05
H84 -2.16 0.25 -3.40
C29 3.79 -3.47 -0.20
C30 4.99 -2.56 0.21
O15 4.41 -1.32 0.56
H85 3.15 -3.69 0.66
H86 4.25 -4.41 -0.51
H87 3.25 -3.05 -1.04
H88 5.76 -2.40 -0.54
H89 5.51 -2.95 1.09
H90 5.10 -0.74 0.89

## Properties
* HOMO energy: -9.3 eV
* total charge: 0
* lowest unoccupied orbital energy: 0.16 eV

***

A structure of composition C23H41ClN4O2Pd, computed with wB97M-V/def2-TZVPD.

Geometry (Å):
Pd1 0.84 -0.60 0.54
Cl1 -1.43 0.35 -0.56
C1 4.26 -2.03 2.32
C2 2.59 -1.48 0.91
N1 2.90 -2.00 2.13
H1 5.85 -1.39 0.96
N2 3.79 -1.28 0.31
H2 4.75 -2.29 3.23
C3 1.89 -2.35 3.14
C4 2.56 -3.21 4.20
C5 1.36 -1.08 3.80
H3 3.35 -2.65 4.73
H4 1.80 -3.52 4.93
H5 3.00 -4.11 3.76
H6 0.00 -3.34 3.28
H7 1.10 -4.02 2.01
H8 0.68 -0.53 3.13
C6 0.73 -3.10 2.49
H9 2.17 -0.41 4.09
H10 0.80 -1.37 4.71
H11 0.22 -2.49 1.72
C7 4.81 -1.57 1.18
C8 4.66 0.67 -0.85
H12 5.68 0.60 -0.46
H13 4.72 1.17 -1.82
C9 4.06 -0.71 -1.04
H14 3.02 -0.28 -2.83
C10 5.07 -1.63 -1.71
H15 4.70 -2.66 -1.77
H16 4.06 1.28 -0.16
H17 2.05 0.04 -1.39
H18 6.04 -1.62 -1.20
H19 5.24 -1.27 -2.73
C11 2.78 -0.66 -1.83
H20 2.32 -1.64 -1.94
C12 -5.01 1.94 -1.17
N3 -3.99 1.37 -0.40
H21 -5.01 2.55 -3.27
N4 -3.18 1.74 -2.38
H22 -6.01 2.13 -0.80
C13 -4.15 0.88 1.00
C14 -5.50 1.31 1.52
C15 -4.02 -0.64 1.00
H23 -6.33 0.86 0.95
H24 -5.59 0.95 2.55
H25 -5.62 2.40 1.50
H26 -3.18 1.22 2.88
H27 -3.17 2.64 1.75
H28 -3.02 -0.96 0.69
C16 -3.08 1.55 1.84
H29 -4.77 -1.10 0.33
H30 -4.22 -1.00 2.02
H31 -2.09 1.30 1.47
C17 -4.51 2.15 -2.38
C18 -2.26 0.23 -4.06
H32 -3.26 -0.14 -4.35
H33 -1.65 0.17 -4.97
C19 -2.33 1.68 -3.61
H34 -0.32 2.16 -4.16
C20 -2.94 2.57 -4.69
H35 -3.04 3.61 -4.34
H36 -1.83 -0.43 -3.29
H37 -0.51 1.69 -2.42
H38 -3.91 2.21 -5.04
H39 -2.26 2.56 -5.55
C21 -0.95 2.22 -3.26
H40 -1.04 3.27 -2.98
C22 -2.86 1.30 -1.13
O1 3.27 1.07 2.37
C23 2.31 1.72 1.86
O2 1.60 1.40 0.84
H41 1.99 2.61 2.42

## Properties
* ⟨S²⟩: 6.01
* HOMO energy (spin up / spin down): 2.6 / -3.4 eV
* total charge: -2
* 2S+1: 5
* lowest unoccupied orbital energy (spin up / spin down): 4.17 / 4.48 eV

***

A structure of composition C23H18CaN6O6, computed with wB97M-V/def2-TZVPD.

Geometry (Å):
Ca1 -0.26 -0.33 -0.05
N1 -1.97 -2.34 2.35
C1 -1.30 -1.23 2.85
C2 -1.05 -1.18 4.23
C3 -0.34 -0.11 4.73
C4 0.04 0.91 3.87
C5 -0.33 0.81 2.54
N2 -0.97 -0.24 2.04
C6 -2.29 -2.74 1.07
C7 -3.12 -3.87 0.94
C8 -3.44 -4.32 -0.32
C9 -2.93 -3.64 -1.42
C10 -2.13 -2.54 -1.20
N3 -1.81 -2.09 0.01
H1 -2.26 -2.99 3.07
H2 -1.38 -1.98 4.87
H3 -0.10 -0.07 5.78
H4 0.61 1.75 4.22
H5 -0.12 1.59 1.83
H6 -3.49 -4.37 1.82
H7 -4.07 -5.19 -0.44
H8 -3.15 -3.98 -2.42
H9 -1.71 -1.98 -2.02
O1 -0.38 -0.25 -2.10
N4 -1.06 0.76 -2.50
N5 -1.63 1.44 -1.61
O2 -1.56 1.21 -0.34
C11 -2.43 2.52 -2.04
C12 -2.65 2.74 -3.39
C13 -3.49 3.76 -3.78
C14 -4.12 4.56 -2.84
C15 -3.87 4.36 -1.49
C16 -3.03 3.34 -1.08
H10 -2.16 2.11 -4.12
H11 -3.66 3.95 -4.83
H12 -4.79 5.34 -3.15
H13 -4.33 5.00 -0.76
H14 -2.83 3.16 -0.04
O3 1.55 -1.35 0.54
C17 2.13 -0.31 0.19
O4 1.55 0.77 0.00
C18 3.63 -0.33 -0.04
C19 4.51 -0.82 0.92
C20 5.87 -0.75 0.70
C21 6.35 -0.20 -0.49
C22 5.47 0.27 -1.47
C23 4.11 0.20 -1.23
N6 7.77 -0.11 -0.71
O5 8.50 -0.52 0.16
O6 8.14 0.38 -1.76
H15 4.13 -1.25 1.83
H16 6.59 -1.09 1.44
H17 5.87 0.68 -2.38
H18 3.41 0.58 -1.97

## Properties
* HOMO energy: -8.4 eV
* total charge: 0
* lowest unoccupied orbital energy: -0.17 eV

***

Calculated largest force on an atom (eV/Å), listed in the same order as above: 2.69, 4.04, 2.65
Calculated molar mass (g mol⁻¹), listed in the same order as above: 691.03, 547.48, 514.51
Calculated ΔE to the lowest compared entry with this formula, charge and spin (kJ/mol), listed in the same order as above: 501.3, 0.0, 171.0